# C60H156N12O14

A cluster of 14 separate species, C60H156N12O14 in total in a non-equilibrium geometry (ωB97M-V/def2-TZVPD, the OMol25 dataset).

Gap between HOMO and LUMO (spin up / spin down) = 7.3 / 2.7 eV
⟨S²⟩ = 0.755
E = -4089.35076 hartree
HOMO (spin up / spin down) = -9.147 / -9.147 eV
Total charge = +1
Spin multiplicity = 2

Positions of all 242 atoms, in Å:
C (3.015, -2.592, -4.572)
O (1.719, -3.062, -4.827)
H (3.650, -3.435, -4.300)
H (3.417, -2.020, -5.408)
H (2.891, -1.969, -3.686)
H (1.225, -2.241, -4.782)
C (-3.074, -2.195, 2.560)
O (-2.468, -2.487, 3.821)
H (-3.942, -2.735, 2.180)
H (-3.398, -1.163, 2.692)
H (-2.254, -2.142, 1.844)
H (-3.113, -2.947, 4.365)
C (-0.493, 3.860, 0.651)
C (0.568, 3.948, -0.455)
C (0.044, 4.226, -1.917)
O (-1.153, 3.546, -2.268)
C (-1.425, 3.703, -3.678)
N (1.573, 4.966, -0.132)
H (-0.765, 4.899, 0.837)
H (0.057, 3.542, 1.537)
H (-1.353, 3.220, 0.458)
H (1.102, 2.998, -0.435)
H (0.801, 3.933, -2.645)
H (-0.066, 5.302, -2.048)
H (-2.286, 3.042, -3.776)
H (-0.637, 3.414, -4.374)
H (-1.832, 4.690, -3.896)
H (2.228, 5.149, -0.879)
H (2.014, 4.865, 0.771)
C (-6.132, 6.158, 4.623)
C (-5.187, 6.186, 3.338)
C (-4.120, 5.028, 3.321)
O (-4.802, 3.835, 3.585)
C (-4.023, 2.642, 3.429)
N (-6.103, 5.998, 2.212)
H (-6.816, 5.310, 4.645)
H (-6.688, 7.094, 4.682)
H (-5.591, 6.192, 5.569)
H (-4.696, 7.159, 3.320)
H (-3.451, 5.229, 4.157)
H (-3.513, 5.067, 2.417)
H (-4.654, 1.753, 3.436)
H (-3.502, 2.520, 4.378)
H (-3.421, 2.605, 2.521)
H (-5.658, 6.079, 1.309)
H (-6.401, 5.039, 2.314)
C (-0.647, 1.145, 3.282)
C (0.018, 0.454, 4.476)
C (-0.855, 0.691, 5.737)
O (-0.942, 2.093, 6.062)
C (-1.611, 2.394, 7.212)
N (0.216, -0.934, 4.164)
H (0.105, 0.999, 2.506)
H (-0.870, 2.203, 3.422)
H (-1.603, 0.788, 2.897)
H (1.003, 0.900, 4.616)
H (-0.488, 0.058, 6.546)
H (-1.844, 0.345, 5.438)
H (-1.467, 3.439, 7.485)
H (-1.340, 1.734, 8.036)
H (-2.697, 2.361, 7.129)
H (-0.611, -1.496, 4.023)
H (0.512, -1.360, 5.031)
C (0.844, -1.378, 0.602)
C (0.507, -1.012, -0.866)
C (-0.447, 0.203, -1.083)
O (-1.672, -0.283, -0.587)
C (-2.496, 0.812, -0.267)
N (1.790, -0.833, -1.543)
H (1.332, -0.581, 1.162)
H (1.453, -2.282, 0.587)
H (-0.094, -1.684, 1.066)
H (0.058, -1.873, -1.360)
H (-0.554, 0.622, -2.083)
H (-0.102, 1.048, -0.486)
H (-2.140, 1.234, 0.672)
H (-3.537, 0.486, -0.276)
H (-2.523, 1.650, -0.963)
H (2.232, -0.005, -1.170)
H (2.398, -1.614, -1.342)
C (1.381, 0.962, -4.999)
C (0.003, 0.410, -4.818)
C (-0.849, 0.152, -6.110)
O (-1.223, 1.479, -6.682)
C (-1.942, 1.374, -7.888)
N (0.140, -0.796, -4.032)
H (1.344, 1.868, -5.604)
H (2.098, 0.263, -5.429)
H (1.885, 1.341, -4.110)
H (-0.447, 1.155, -4.162)
H (-1.778, -0.377, -5.892)
H (-0.282, -0.478, -6.795)
H (-2.993, 1.399, -7.602)
H (-1.797, 0.598, -8.640)
H (-1.898, 2.312, -8.443)
H (-0.780, -1.122, -3.773)
H (0.592, -0.731, -3.130)
C (-3.202, -5.009, -3.142)
C (-3.600, -3.525, -2.765)
C (-4.299, -3.467, -1.485)
O (-5.551, -4.067, -1.747)
C (-6.229, -4.452, -0.569)
N (-2.455, -2.659, -2.781)
H (-4.103, -5.621, -3.092)
H (-2.666, -5.478, -2.317)
H (-2.708, -5.211, -4.092)
H (-4.312, -3.134, -3.492)
H (-4.479, -2.464, -1.100)
H (-3.773, -4.017, -0.704)
H (-6.304, -3.633, 0.147)
H (-5.694, -5.199, 0.017)
H (-7.264, -4.783, -0.651)
H (-2.792, -1.730, -2.573)
H (-1.797, -2.896, -2.052)
C (3.175, 2.150, 2.500)
C (4.439, 2.918, 2.917)
C (5.107, 3.792, 1.869)
O (6.261, 4.324, 2.526)
C (7.191, 4.890, 1.666)
N (3.971, 3.739, 4.009)
H (3.423, 1.428, 1.723)
H (2.427, 2.829, 2.090)
H (2.669, 1.639, 3.319)
H (5.291, 2.325, 3.250)
H (4.338, 4.429, 1.432)
H (5.449, 3.135, 1.069)
H (7.891, 5.647, 2.020)
H (6.797, 5.218, 0.705)
H (7.814, 4.050, 1.359)
H (3.236, 4.302, 3.605)
H (4.753, 4.364, 4.138)
C (6.383, -2.667, -1.296)
C (5.533, -2.042, -0.224)
C (5.252, -0.555, -0.121)
O (6.429, 0.210, 0.095)
C (7.003, 0.138, 1.381)
N (4.250, -2.780, -0.243)
H (7.093, -1.956, -1.718)
H (5.796, -3.085, -2.114)
H (6.954, -3.468, -0.828)
H (5.928, -2.391, 0.730)
H (4.482, -0.305, 0.609)
H (4.878, -0.378, -1.129)
H (7.896, 0.763, 1.388)
H (7.412, -0.865, 1.505)
H (6.416, 0.384, 2.265)
H (3.754, -2.781, 0.637)
H (4.315, -3.774, -0.411)
C (0.692, -5.230, -1.287)
C (1.337, -6.150, -2.337)
C (0.372, -6.702, -3.471)
O (-0.652, -7.503, -2.896)
C (-1.524, -7.983, -3.972)
N (2.476, -5.541, -2.936)
H (1.418, -4.889, -0.549)
H (-0.058, -5.816, -0.756)
H (0.226, -4.390, -1.803)
H (1.667, -7.040, -1.802)
H (0.895, -7.163, -4.309)
H (-0.154, -5.803, -3.792)
H (-1.735, -7.181, -4.680)
H (-2.514, -8.306, -3.651)
H (-1.112, -8.857, -4.476)
H (2.148, -4.670, -3.327)
H (2.756, -6.090, -3.736)
C (3.833, 2.270, -2.120)
C (4.011, 3.285, -3.336)
C (4.470, 4.727, -2.967)
O (3.567, 5.330, -2.019)
C (4.040, 6.675, -1.753)
N (5.093, 2.599, -4.079)
H (3.735, 1.238, -2.457)
H (2.992, 2.564, -1.492)
H (4.694, 2.249, -1.452)
H (3.188, 3.195, -4.045)
H (4.545, 5.308, -3.886)
H (5.416, 4.675, -2.428)
H (4.011, 7.327, -2.626)
H (4.979, 6.719, -1.202)
H (3.319, 7.198, -1.125)
H (4.761, 1.791, -4.586)
H (5.698, 2.258, -3.346)
C (-6.326, 1.212, -4.631)
C (-5.332, 0.964, -3.392)
C (-5.046, 2.331, -2.668)
C (-6.194, 2.824, -1.721)
C (-6.509, 1.742, -0.640)
C (-6.867, 0.338, -1.323)
N (-5.933, -0.026, -2.407)
O (-6.212, -1.329, -2.931)
C (-6.946, -0.712, -0.189)
C (-8.269, 0.625, -1.968)
C (-3.990, 0.430, -3.974)
H (-6.902, 0.327, -4.901)
H (-5.806, 1.594, -5.509)
H (-7.092, 1.969, -4.460)
H (-4.149, 2.233, -2.056)
H (-4.828, 3.086, -3.423)
H (-7.025, 3.121, -2.360)
H (-5.794, 3.711, -1.229)
H (-7.349, 2.097, -0.043)
H (-5.628, 1.717, 0.002)
H (-6.019, -0.826, 0.371)
H (-7.699, -0.281, 0.470)
H (-7.282, -1.657, -0.616)
H (-8.869, 1.209, -1.269)
H (-8.176, 1.213, -2.881)
H (-8.772, -0.289, -2.282)
H (-3.293, 0.351, -3.139)
H (-3.543, 1.160, -4.648)
H (-4.176, -0.489, -4.529)
H (-5.533, -1.835, -2.479)
C (4.479, -4.588, 3.400)
C (3.180, -4.189, 4.046)
C (2.950, -5.006, 5.299)
C (3.742, -4.648, 6.526)
C (3.507, -3.105, 6.788)
C (3.768, -2.168, 5.566)
N (3.050, -2.751, 4.424)
O (2.825, -1.893, 3.344)
C (3.198, -0.747, 5.991)
C (5.217, -1.924, 5.246)
C (2.053, -4.639, 3.123)
H (5.240, -4.750, 4.163)
H (4.731, -3.884, 2.606)
H (4.328, -5.579, 2.973)
H (1.897, -4.943, 5.572)
H (3.103, -6.025, 4.944)
H (4.797, -4.876, 6.375)
H (3.484, -5.224, 7.415)
H (4.212, -2.727, 7.529)
H (2.489, -3.016, 7.167)
H (3.788, -0.418, 6.847)
H (3.268, -0.060, 5.148)
H (2.165, -0.919, 6.294)
H (5.647, -1.442, 6.124)
H (5.865, -2.734, 4.911)
H (5.391, -1.258, 4.401)
H (1.999, -5.716, 2.963)
H (2.164, -4.293, 2.096)
H (1.079, -4.395, 3.546)
H (1.914, -1.610, 3.455)